Record 1
# C3H9N2S

The ion C3H9N2S with charge -1 (ωB97M-V/def2-TZVPD, the Open Molecules 2025 dataset).

Structure (ORCA input):
```
! wB97M-V def2-TZVPD RIJCOSX def2/J DEFGRID3
* xyz -1 1
N 2.0421 -1.8729 1.1688
C 2.1906 -0.5750 0.3471
N 1.2236 0.4292 0.8415
C -0.2878 0.6906 0.7286
C -0.5348 0.2017 -0.7626
S -2.4720 0.7412 -1.2566
H 1.1262 -2.2728 0.9568
H 2.5652 -2.6640 0.8975
H 2.0364 -0.6063 -0.6769
H 3.2394 -0.3115 0.5796
H 1.3461 0.5827 1.8585
H -0.8038 -0.0355 1.4191
H -0.3094 1.6738 1.1498
H 0.0179 0.9145 -1.2592
H -0.7345 -0.9390 -0.7702
*
```

Computed properties:
- gap between HOMO and LUMO (eV) = 6.0
- E_HOMO (eV) = -2.358
- lowest unoccupied orbital energy (eV) = 3.69
- SMILES = NCNCC[S-]
- ΔE to the lowest compared entry with this formula, charge and spin (kJ/mol) = 301.3

***

Record 2
# C3H9N2S

The ion C3H9N2S with charge +1 (ωB97M-V/def2-TZVPD, the Open Molecules 2025 dataset).

Structure (ORCA input):
```
! wB97M-V def2-TZVPD RIJCOSX def2/J DEFGRID3
* xyz 1 1
S 2.2863 -0.0089 0.3699
C 0.7656 -0.0586 -0.8324
N -0.0757 -1.1728 -0.6028
C -0.8041 -1.0046 0.7118
C -1.2289 0.4015 0.5804
N -0.0755 1.0471 -0.2462
H 2.9522 0.8155 -0.4156
H 1.1959 0.1959 -1.8312
H 0.2390 -2.0688 -0.9679
H -0.0660 -1.1299 1.6630
H -1.5891 -1.6587 0.5663
H -2.3193 0.3930 0.2265
H -1.3920 0.8559 1.5106
H -0.3915 1.6913 -1.0084
H 0.5032 1.7021 0.2760
*
```

Computed properties:
- gap between HOMO and LUMO (eV) = 10.1
- E_HOMO (eV) = -13.582
- lowest unoccupied orbital energy (eV) = -3.44
- SMILES = S[C@H]1NCC[NH2+]1
- ΔE to the lowest compared entry with this formula, charge and spin (kJ/mol) = 183.9

***

Record 3
# C3H9N2S

A structure of composition C3H9N2S (ωB97M-V/def2-TZVPD, the Open Molecules 2025 dataset).

Structure (ORCA input):
```
! wB97M-V def2-TZVPD RIJCOSX def2/J DEFGRID3
* xyz 1 1
C -0.8459 1.6246 -0.0932
C -1.1697 0.3961 -0.8891
C 1.0728 0.4220 0.0186
N 0.3944 1.5648 0.2942
N 0.1387 -0.3276 -0.9253
S 2.7602 0.5020 -0.5227
H -1.5345 2.3926 0.1933
H 0.2855 -2.7160 1.0350
H -1.9241 -0.2142 -0.3863
H -1.5390 0.6359 -1.8891
H 0.4684 -2.0060 1.3171
H 0.8369 2.2795 0.8636
H 0.0655 -1.2987 -0.5903
H 0.5489 -0.3552 -1.8674
H 3.2949 -0.1813 0.4960
*
```

Computed properties:
- gap between HOMO and LUMO (alpha / beta) (eV) = 8.2 / 8.2
- E_HOMO (alpha / beta) (eV) = -12.135 / -12.134
- lowest unoccupied orbital energy (alpha / beta) (eV) = -3.96 / -3.96
- ΔE to the lowest compared entry with this formula, charge and spin (kJ/mol) = 336.0

***

Record 4
# C3H9N2Se

A cluster of 2 separate species, C3H9N2Se in total (ωB97M-V/def2-TZVPD, the Open Molecules 2025 dataset).

Structure (ORCA input):
```
! wB97M-V def2-TZVPD RIJCOSX def2/J DEFGRID3
* xyz 1 1
C -1.0707 0.5565 -0.2276
C -1.6499 -0.6437 -0.8810
C 0.8333 -0.5764 -0.2674
N 2.0944 -0.7709 0.1050
N 0.3182 0.5572 -0.5601
Se -0.4471 -2.0265 -0.2366
H -1.4518 1.3976 -0.6491
H -1.3285 0.6705 0.8541
H -2.7072 -0.8658 -0.4306
H -1.6578 -0.5774 -2.0210
H 0.7556 0.9682 1.7932
H 2.4144 -1.6847 0.3984
H 2.6536 0.0059 0.4895
H 0.4043 1.6163 1.9913
H 0.8393 1.3731 -0.3581
*
```

Computed properties:
- gap between HOMO and LUMO (eV) = 10.2
- E_HOMO (eV) = -13.798
- lowest unoccupied orbital energy (eV) = -3.59
- ΔE to the lowest compared entry with this formula, charge and spin (kJ/mol) = 85.3

***

Record 5
# C3H9N3

A cluster of 2 separate species, C3H9N3 in total (ωB97M-V/def2-TZVPD, the Open Molecules 2025 dataset).

Structure (ORCA input):
```
! wB97M-V def2-TZVPD RIJCOSX def2/J DEFGRID3
* xyz -1 2
C -0.0587 1.7592 2.2924
C -0.9983 2.5971 0.2102
N -0.7251 1.5686 1.0147
H 0.7286 2.5389 2.3381
H 0.3829 0.7455 2.4746
H -0.8106 2.0731 3.0334
H -1.6867 2.4156 -0.5958
H -0.5624 3.5947 0.6150
N 1.3293 -2.8918 -2.1498
C 0.3780 -2.0532 -1.6150
N -0.2599 -2.5546 -0.6253
H 1.2888 -3.8748 -1.9214
H 1.5731 -2.8801 -3.1461
H 0.0431 -1.0948 -2.0251
H -0.6222 -1.9436 0.1001
*
```

Computed properties:
- gap between HOMO and LUMO (alpha / beta) (eV) = 2.5 / 6.3
- E_HOMO (alpha / beta) (eV) = 0.996 / -2.837
- lowest unoccupied orbital energy (alpha / beta) (eV) = 3.50 / 3.49
- ΔE to the lowest compared entry with this formula, charge and spin (kJ/mol) = 209.2
- expectation value of S² = 0.7537

***

Record 6
# C3H9N3

An isolated molecule of C3H9N3 (ωB97M-V/def2-TZVPD, the Open Molecules 2025 dataset).

Structure (ORCA input):
```
! wB97M-V def2-TZVPD RIJCOSX def2/J DEFGRID3
* xyz 0 1
C -1.8125 0.5572 -0.1084
C -0.2141 0.5534 -0.2298
C 0.4760 0.0632 1.4542
N 0.4028 -1.2368 0.7842
N 0.2882 -0.7628 -0.6942
N 1.5119 -0.5689 -1.3235
H -2.1809 1.4027 0.4395
H -2.2502 -0.3591 0.3147
H -2.0619 0.5074 -1.1668
H 0.1666 1.3492 -0.8500
H 1.4011 0.3729 1.8682
H -0.3318 0.3908 2.0322
H 1.1891 -1.9057 0.8469
H 1.9818 0.2901 -1.0490
H 1.4339 -0.6538 -2.3182
*
```

Computed properties:
- gap between HOMO and LUMO (eV) = 9.9
- E_HOMO (eV) = -8.754
- lowest unoccupied orbital energy (eV) = 1.14
- SMILES = C[C@H]1CNN1N
- ΔE to the lowest compared entry with this formula, charge and spin (kJ/mol) = 456.0

***

Record 7
# C3H9N3

A cluster of 2 separate species, C3H9N3 in total (ωB97M-V/def2-TZVPD, the Open Molecules 2025 dataset).

Structure (ORCA input):
```
! wB97M-V def2-TZVPD RIJCOSX def2/J DEFGRID3
* xyz 0 1
C -0.0589 -0.9757 -1.0028
C 0.7774 -0.8680 0.2392
N -2.0097 0.0711 -0.0164
N -1.5986 0.7017 1.0132
C 1.3708 0.3646 -0.3080
N 0.8378 1.5379 0.0174
H -2.4697 -0.8287 0.1972
H -0.1175 1.4896 0.4810
H -1.7860 0.2422 1.9205
H 1.3891 2.3820 -0.0140
H -0.3969 -0.2159 -1.6892
H 0.0207 -1.9198 -1.5326
H 0.2126 -0.6656 1.1686
H 1.5018 -1.6719 0.3498
H 2.3270 0.3566 -0.8238
*
```

Computed properties:
- gap between HOMO and LUMO (alpha / beta) (eV) = 7.5 / 7.5
- E_HOMO (alpha / beta) (eV) = -6.515 / -6.515
- lowest unoccupied orbital energy (alpha / beta) (eV) = 0.97 / 0.97
- ΔE to the lowest compared entry with this formula, charge and spin (kJ/mol) = 530.4

***

Record 8
# C3H9N3

A cluster of 2 separate species, C3H9N3 in total (ωB97M-V/def2-TZVPD, the Open Molecules 2025 dataset).

Structure (ORCA input):
```
! wB97M-V def2-TZVPD RIJCOSX def2/J DEFGRID3
* xyz 0 1
H -0.9711 -1.5279 2.8359
N -1.9615 -1.6308 2.6444
C -2.3559 -0.5342 2.0940
N -1.4645 0.2468 1.3527
H -3.3602 0.0382 2.1504
H -1.4798 1.1525 1.9109
H -0.4740 -0.0129 1.3563
C 0.2786 0.0569 -1.3556
N 1.2631 0.9184 -1.3004
C 2.5019 0.5853 -2.0837
H -0.6873 0.0124 -0.8251
H 0.3103 -0.8522 -2.1265
H 2.3498 0.8371 -3.1274
H 2.6469 -0.4140 -1.8572
H 3.4038 1.1243 -1.6688
*
```

Computed properties:
- gap between HOMO and LUMO (eV) = 10.5
- E_HOMO (eV) = -9.573
- lowest unoccupied orbital energy (eV) = 0.97
- SMILES = [H]/N=C\N.C=NC
- ΔE to the lowest compared entry with this formula, charge and spin (kJ/mol) = 295.6